[1]
The following is a quantum chemistry calculation of a structure of composition C4H8F3O5SZn in a non-equilibrium geometry, from the OMol25 dataset.

Values from the calculation:
Largest force on an atom   3.593 eV/A
LUMO   -4.0 eV
HOMO energy   -13.34 eV
Charge   +1
Electronic energy   -81911.988 eV

Positions of all 22 atoms, in Å:
O  -0.061  0.051  1.405
O  -3.111  -1.592  0.752
C  -3.172  -1.414  -0.588
O  -2.098  -0.461  -0.876
C  -1.949  0.019  -2.194
Zn  -1.771  -0.304  0.977
H  -4.109  -0.952  -0.959
H  -2.954  -2.333  -1.167
H  -1.986  1.111  -2.150
H  -0.965  -0.272  -2.589
H  -2.740  -0.384  -2.844
S  1.319  0.145  0.821
O  1.860  -1.013  0.159
O  2.212  0.708  1.971
C  1.262  1.560  -0.411
F  1.913  1.193  -1.491
F  -0.001  1.787  -0.698
F  1.814  2.622  0.123
C  3.426  -0.004  2.358
H  4.216  0.222  1.635
H  3.233  -1.079  2.417
H  3.662  0.390  3.348


[2]
The following is a quantum chemistry calculation of a structure of composition C4H8F6N3O4PtS2 in a non-equilibrium geometry, from the OMol25 dataset.

Values from the calculation:
Largest force on an atom   4.468 eV/A
Energy relative to the best compared isomer or geometry (same formula, charge and spin)   108.0 kcal per mole
LUMO   -14.6 eV
HOMO energy   -20.66 eV
Charge   +3
Electronic energy   -58123.215 eV

Positions of all 28 atoms, in Å:
Pt  -0.462  -0.954  0.450
F  -5.062  -1.240  -0.548
C  -4.756  -0.165  0.104
F  -5.684  0.739  0.082
F  -4.334  -0.427  1.326
S  -3.219  0.545  -0.817
O  -2.192  -0.500  -0.707
O  -3.490  0.985  -2.123
N  -2.838  1.822  0.221
S  -1.726  2.000  1.194
O  -1.977  2.618  2.443
O  -0.605  1.072  1.125
C  -0.876  4.433  -0.029
F  -0.164  4.688  0.940
F  -2.025  4.861  -0.086
F  -0.398  3.820  -0.989
N  -0.359  -2.930  0.068
C  1.045  -3.362  -0.279
C  1.962  -2.553  0.605
N  1.571  -1.123  0.386
H  -0.639  -3.419  0.922
H  -1.031  -3.210  -0.647
H  1.204  -3.167  -1.339
H  1.155  -4.432  -0.108
H  3.012  -2.691  0.353
H  1.833  -2.781  1.662
H  1.835  -0.850  -0.561
H  2.052  -0.492  1.023


[3]
The following is a quantum chemistry calculation of a structure of composition C4H8FN in a non-equilibrium geometry, from the OMol25 dataset.

Values from the calculation:
Largest force on an atom   6.049 eV/A
Energy relative to the best compared isomer or geometry (same formula, charge and spin)   100.1 kcal per mole
LUMO   0.3 eV
HOMO energy   -9.17 eV
Electronic energy   -8480.696 eV

Positions of all 14 atoms, in Å:
C  1.018  0.052  0.482
C  -0.441  -0.036  0.095
C  -1.115  0.359  1.290
C  -0.929  -0.741  -1.116
H  1.394  1.935  -0.298
H  1.658  0.646  -1.342
H  1.039  0.579  1.519
H  1.431  -0.986  0.652
H  -2.090  0.307  1.178
H  -0.539  0.108  2.548
H  -1.893  -0.470  -1.287
H  -1.196  -1.852  -0.909
N  1.772  0.999  -0.481
F  -0.110  -0.901  -2.332


| no. | gap between HOMO and LUMO (eV) |
| --- | --- |
| 1 | 9.3 |
| 2 | 6.0 |
| 3 | 9.5 |